[1]
This record from OMol25 describes a structure of composition C16H24N5NdO5P in a non-equilibrium geometry. The level of theory is ωB97M-V/def2-TZVPD.

Cartesian coordinates (Å):
Nd1 -14.00220 -4.68162 -7.62549
N1 -15.13143 -2.40316 -8.39033
N2 -15.98681 -2.98697 -7.34614
C1 -16.81167 -4.17638 -7.72662
O1 -17.99603 -4.11321 -7.43963
O2 -16.09244 -5.16687 -8.20700
H1 -14.64273 -1.56459 -8.05358
H2 -15.66665 -2.26827 -9.29403
H3 -16.55209 -2.24877 -6.94743
C2 -16.30972 -8.07682 -13.46103
O3 -14.89889 -8.36327 -13.09442
C3 -14.64630 -8.35810 -11.74698
C4 -14.43967 -9.44004 -10.88591
C5 -14.21885 -9.33296 -9.53539
C6 -14.02309 -8.09823 -8.89405
C7 -14.00527 -8.03955 -7.39850
C8 -14.09559 -9.30952 -6.60138
O4 -13.81833 -6.91519 -6.74416
C9 -13.87938 -7.02919 -9.79067
O5 -13.56013 -5.74816 -9.49749
C10 -14.32188 -7.15869 -11.13344
H4 -16.25317 -7.25492 -14.23017
H5 -16.94756 -7.81632 -12.59818
H6 -16.79469 -8.95158 -13.91767
H7 -14.52858 -10.47779 -11.28909
H8 -14.21022 -10.28489 -8.95205
H9 -14.79101 -10.02888 -7.08429
H10 -14.41032 -9.11990 -5.56287
H11 -13.06692 -9.83046 -6.50101
H12 -14.41687 -6.28537 -11.74423
C11 -10.87244 -2.29870 -3.20870
N3 -10.72737 -3.69785 -3.49173
C12 -11.67780 -4.42551 -2.60857
N4 -13.08438 -4.03260 -2.69448
C13 -13.22815 -2.57978 -2.42282
N5 -12.26778 -1.81681 -3.21070
C14 -12.76606 -1.74440 -4.54307
P1 -12.85999 -3.37806 -5.32555
C15 -11.04120 -4.01061 -4.84979
C16 -13.73043 -4.42512 -3.90187
H13 -10.21870 -1.67194 -3.81599
H14 -10.50349 -2.16028 -2.15842
H15 -11.41306 -4.33868 -1.51467
H16 -11.61964 -5.45919 -2.88906
H17 -13.04337 -2.44157 -1.35644
H18 -14.25711 -2.37625 -2.77608
H19 -12.22484 -0.99238 -5.14225
H20 -13.79724 -1.44022 -4.49761
H21 -10.26673 -3.66739 -5.54887
H22 -10.97885 -5.06983 -5.01643
H23 -13.58457 -5.48546 -4.19431
H24 -14.83277 -4.15325 -3.81133

Summary:
Gap between HOMO and LUMO (alpha / beta)   0.27688 / 0.28017 Ha
Energy   -59228.71012 eV
Spin multiplicity   4
Charge   +1

[2]
This record from OMol25 describes a structure of composition C16H24N5O8S4SbTc in a non-equilibrium geometry. The level of theory is ωB97M-V/def2-TZVPD.

Cartesian coordinates (Å):
Tc1 -0.25543 -0.70828 -0.23734
N1 1.61504 -0.61993 0.87135
C1 1.78076 -0.80990 2.34881
C2 0.80189 -0.01546 3.19963
C3 0.55785 1.43342 2.77195
C4 -0.67329 1.64468 1.90039
N2 -0.48454 1.30349 0.46945
H1 2.27322 -1.25000 0.41378
H2 1.96338 0.31882 0.64180
H3 2.80676 -0.50564 2.57116
H4 1.70568 -1.87932 2.55857
H5 1.20639 -0.03283 4.21223
H6 -0.15699 -0.53219 3.25541
H7 1.43847 1.87472 2.29694
H8 0.39829 2.03264 3.66952
H9 -0.95988 2.69854 1.92447
H10 -1.52070 1.06447 2.27066
H11 0.34121 1.79697 0.12002
H12 -1.27073 1.70597 -0.04707
S1 -0.96393 -0.34793 -4.77969
Sb1 -2.83700 0.06747 -3.76031
S2 -2.12038 -0.15842 -1.35101
S3 -0.61336 -2.76260 -0.86770
S4 -1.10054 -3.81265 -2.26841
O1 -1.31330 -3.43145 0.51113
C5 -1.48755 -2.61622 1.58133
O2 -1.15619 -1.42035 1.46868
C6 -2.05820 -3.21008 2.76178
C7 -2.30391 -4.59438 2.82885
C8 -2.83370 -5.10915 3.99439
C9 -3.13594 -4.31564 5.09723
C10 -2.87804 -2.95127 4.99880
C11 -2.35123 -2.37935 3.86085
N3 -3.17031 -2.06057 6.16096
O3 -3.70798 -2.57485 7.10504
O4 -2.83214 -0.90176 6.02356
N4 -3.08992 -6.58314 4.06620
O5 -2.75961 -7.21601 3.08707
O6 -3.58783 -6.98158 5.08651
H13 -2.09304 -5.27098 2.01147
H14 -3.55741 -4.74712 5.99910
H15 -2.18523 -1.31267 3.84253
O7 1.86144 1.62108 -0.86273
C12 1.80166 0.80287 -1.77175
O8 1.04958 -0.28197 -1.71702
C13 2.61987 1.04969 -3.05173
N5 2.70125 -0.17400 -3.92412
C14 4.13742 -0.67640 -3.89643
C15 4.74876 0.02910 -2.70081
C16 4.07694 1.39178 -2.74566
H16 2.09991 1.83762 -3.60029
H17 2.40624 0.03531 -4.87789
H18 2.03965 -0.86615 -3.56078
H19 4.60209 -0.35783 -4.82826
H20 4.12655 -1.76274 -3.85580
H21 5.83135 0.08670 -2.78762
H22 4.51977 -0.49941 -1.77252
H23 4.48847 1.99382 -3.55414
H24 4.15705 1.96725 -1.82514

Summary:
Gap between HOMO and LUMO (alpha / beta)   0.21203 / 0.21282 Ha
Energy   -92857.84465 eV
ΔE to the lowest compared entry with this formula, charge and spin   27.7 kcal/mol
Charge   +3

[3]
This record from OMol25 describes a cluster of 8 separate species, C16H24N8 in total in a non-equilibrium geometry. The level of theory is ωB97M-V/def2-TZVPD.

Cartesian coordinates (Å):
C1 8.20432 9.36028 6.02010
C2 9.28657 10.22266 6.16834
N1 10.21574 10.90717 6.27342
H1 8.24035 8.91077 5.04516
H2 7.27068 9.91926 6.19651
H3 8.20238 8.55026 6.74621
C3 13.69219 11.67612 5.55544
C4 13.89950 12.71004 6.59480
N2 14.08724 13.48329 7.42884
H4 14.23563 10.77730 5.81171
H5 14.09631 11.96226 4.57285
H6 12.62437 11.50666 5.42435
C5 15.40675 8.23868 9.75419
C6 14.51050 8.44480 10.82429
N3 13.77879 8.57333 11.72455
H7 14.99172 8.64432 8.83013
H8 15.56514 7.16088 9.62907
H9 16.38771 8.68361 9.98849
C7 12.16409 7.07247 7.31213
C8 12.90580 6.11374 8.11223
N4 13.47813 5.38888 8.77049
H10 12.62572 8.06500 7.36332
H11 11.14754 7.09220 7.69016
H12 12.12623 6.57140 6.32567
C9 12.32880 11.71176 13.19708
C10 11.27378 10.89641 13.75754
N5 10.37799 10.29967 14.19194
H13 12.78838 12.29730 13.97915
H14 11.91902 12.36851 12.41069
H15 13.02389 10.99276 12.72732
C11 11.15798 14.14336 7.83216
C12 10.91382 13.52472 9.15992
N6 10.74588 13.08714 10.19105
H16 12.05731 14.73069 7.81007
H17 10.32237 14.80776 7.60167
H18 11.12654 13.31751 7.12460
C13 11.17233 9.64128 10.41131
C14 12.05174 10.04619 9.32337
N7 12.79016 10.29544 8.49255
H19 10.56898 10.49382 10.75953
H20 11.77259 9.26656 11.20655
H21 10.48193 8.92151 9.95846
C15 7.02334 5.97472 10.73467
C16 7.62001 6.73791 9.67409
N8 8.05437 7.38446 8.83485
H22 7.25282 4.93569 10.58190
H23 5.94831 6.16451 10.73318
H24 7.37891 6.25497 11.70744

Summary:
Gap between HOMO and LUMO   0.41899 Ha
Energy   -28899.74740 eV
SMILES string   CC#N.CC#N.CC#N.CC#N.CC#N.CC#N.CC#N.CC#N
ΔE to the lowest compared entry with this formula, charge and spin   8.9 kcal/mol

[4]
This record from OMol25 describes an isolated molecule of C16H24O5 in a non-equilibrium geometry. The level of theory is ωB97M-V/def2-TZVPD.

Cartesian coordinates (Å):
C1 -3.28902 -1.48140 -1.26662
H1 -3.96592 -1.47523 -0.40934
O1 -1.98188 -1.10808 -0.88327
C2 -1.38382 -1.96595 0.03106
O2 -2.14461 -1.96389 1.22041
C3 -1.93159 -3.06277 2.06792
H2 -2.68312 -2.98985 2.85171
H3 -2.05536 -4.01040 1.52866
H4 -0.93535 -3.04341 2.52229
C4 0.04517 -1.46040 0.26205
C5 0.83682 -1.46611 -1.02371
C6 2.22056 -0.98862 -1.11759
C7 3.03621 -0.47384 0.05356
O3 4.40579 -0.73311 -0.16281
H5 4.49462 -1.66398 -0.39987
C8 2.84723 1.04801 0.19845
C9 3.72338 1.60668 1.31737
H6 3.39858 1.19985 2.27160
H7 3.64998 2.69081 1.35106
H8 4.75481 1.32133 1.13733
H9 3.13247 1.51664 -0.75675
O4 1.47205 1.24219 0.44471
C10 0.91851 2.47464 0.02358
C11 -0.57782 2.30149 -0.01027
C12 -1.29721 2.47441 -1.18275
C13 -2.66517 2.26592 -1.20071
C14 -3.32271 1.86716 -0.05111
C15 -2.60968 1.68436 1.12095
C16 -1.24581 1.90681 1.14225
H10 -0.68366 1.76293 2.05293
H11 -3.11629 1.36264 2.01851
H12 -4.38887 1.69425 -0.06920
H13 -3.21660 2.40730 -2.11922
H14 -0.78603 2.77257 -2.08716
H15 1.19702 3.27916 0.72361
H16 1.29739 2.74004 -0.97356
H17 2.69563 -0.95774 0.97989
H18 2.55406 -0.58352 -2.07296
O5 1.91070 -2.35790 -1.15622
H19 0.22284 -1.35928 -1.91443
H20 -0.02341 -0.44012 0.63936
H21 0.53800 -2.09199 1.00112
H22 -1.36365 -3.00474 -0.37273
H23 -3.60819 -0.74039 -1.99528
H24 -3.29106 -2.47923 -1.72308

Summary:
Gap between HOMO and LUMO   0.36891 Ha
Energy   -27216.78391 eV
SMILES string   COC(C[C@@H]1O[C@@H]1[C@@H](O)[C@H](C)OCc1ccccc1)OC
ΔE to the lowest compared entry with this formula, charge and spin   30.3 kcal/mol

What did the third record say?
This record from OMol25 describes a cluster of 8 separate species, C16H24N8 in total in a non-equilibrium geometry. The level of theory is ωB97M-V/def2-TZVPD.

Cartesian coordinates (Å):
C1 8.20432 9.36028 6.02010
C2 9.28657 10.22266 6.16834
N1 10.21574 10.90717 6.27342
H1 8.24035 8.91077 5.04516
H2 7.27068 9.91926 6.19651
H3 8.20238 8.55026 6.74621
C3 13.69219 11.67612 5.55544
C4 13.89950 12.71004 6.59480
N2 14.08724 13.48329 7.42884
H4 14.23563 10.77730 5.81171
H5 14.09631 11.96226 4.57285
H6 12.62437 11.50666 5.42435
C5 15.40675 8.23868 9.75419
C6 14.51050 8.44480 10.82429
N3 13.77879 8.57333 11.72455
H7 14.99172 8.64432 8.83013
H8 15.56514 7.16088 9.62907
H9 16.38771 8.68361 9.98849
C7 12.16409 7.07247 7.31213
C8 12.90580 6.11374 8.11223
N4 13.47813 5.38888 8.77049
H10 12.62572 8.06500 7.36332
H11 11.14754 7.09220 7.69016
H12 12.12623 6.57140 6.32567
C9 12.32880 11.71176 13.19708
C10 11.27378 10.89641 13.75754
N5 10.37799 10.29967 14.19194
H13 12.78838 12.29730 13.97915
H14 11.91902 12.36851 12.41069
H15 13.02389 10.99276 12.72732
C11 11.15798 14.14336 7.83216
C12 10.91382 13.52472 9.15992
N6 10.74588 13.08714 10.19105
H16 12.05731 14.73069 7.81007
H17 10.32237 14.80776 7.60167
H18 11.12654 13.31751 7.12460
C13 11.17233 9.64128 10.41131
C14 12.05174 10.04619 9.32337
N7 12.79016 10.29544 8.49255
H19 10.56898 10.49382 10.75953
H20 11.77259 9.26656 11.20655
H21 10.48193 8.92151 9.95846
C15 7.02334 5.97472 10.73467
C16 7.62001 6.73791 9.67409
N8 8.05437 7.38446 8.83485
H22 7.25282 4.93569 10.58190
H23 5.94831 6.16451 10.73318
H24 7.37891 6.25497 11.70744

Summary:
Gap between HOMO and LUMO   0.41899 Ha
Energy   -28899.74740 eV
SMILES string   CC#N.CC#N.CC#N.CC#N.CC#N.CC#N.CC#N.CC#N
ΔE to the lowest compared entry with this formula, charge and spin   8.9 kcal/mol

Which value of energy does entry 2 give? -92857.84465 eV